Entry from the Open Molecules 2025 dataset: the molecule C6H7I2NO at a distorted geometry (the ωB97M-V functional and the def2-TZVPD basis).

Geometry as ORCA input:
```
! wB97M-V def2-TZVPD RIJCOSX def2/J DEFGRID3
* xyz 0 1
I -2.0730 3.5023 -0.1206
I 4.1222 1.5681 0.0200
O 1.2133 3.5796 -0.5328
N -0.3673 2.2122 0.4098
C -0.8769 -0.1154 -0.2147
C -0.7338 0.9375 0.9440
C 2.0381 0.9813 0.3487
C 0.3494 -0.3151 -1.0253
C 1.5833 0.1446 -0.8133
C 0.8161 2.5957 -0.0067
H 1.9845 0.6968 1.4329
H -0.1274 0.4435 1.7277
H -1.7073 0.1263 -0.9467
H 0.1387 -0.9322 -1.9455
H 2.3422 -0.1580 -1.5924
H -1.1077 -1.0435 0.2046
H -1.5864 1.0840 1.4801
*
```

Values from the calculation:
* energy relative to the best compared isomer or geometry (same formula, charge and spin): 262.8 kJ/mol
* energy: -958.102157 a.u.

Löwdin analysis output, partial charges in e: I 0.806; I 0.758; O 0.039; N -0.358; C -0.170; C -0.272; C -0.558; C -0.137; C -0.249; C -0.514; H 0.049; H 0.129; H 0.125; H 0.125; H 0.089; H 0.090; H 0.049